[1]
121
Properties=species:S:1:pos:R:3:forces:R:3:lowdin_charge:R:1 method="wB97M-V/def2-TZVPD" spin_multiplicity=1 charge=+1 homo_lumo_gap_ev=6.99 total_energy_ev=-130223.89060
C 3.96149 -3.15517 4.09024 -0.85 0.76 0.79 -0.10
C 4.49454 -1.72266 4.40433 0.11 -0.53 -0.61 -0.23
C 3.97394 -0.65136 3.43262 -0.41 -0.73 -0.07 -0.14
C 2.49451 -0.33175 3.59438 1.43 0.63 -0.55 -0.16
N 1.81627 -1.05431 4.44287 -0.01 0.38 -0.12 0.09
N 0.53984 -0.76245 4.56475 -1.60 -0.50 0.86 -0.42
I -0.44702 -1.90730 5.99860 0.47 0.05 -0.01 1.08
C -0.15017 0.15549 3.90748 0.11 1.33 -0.95 -0.25
C -1.61358 0.48466 4.05923 -0.24 0.25 -0.24 -0.15
C -2.55043 -0.25835 3.06358 -0.79 -0.91 -0.17 -0.37
C -2.32127 -1.78725 2.97364 0.13 0.20 1.08 -0.10
C -4.04316 -0.05465 3.48751 0.35 -0.20 -0.52 -0.04
C 0.57187 0.94714 2.98010 0.29 -0.50 0.17 0.09
C 1.92048 0.73354 2.81533 -0.40 -0.53 -0.19 -0.11
C 2.72808 1.58240 1.87651 0.52 1.07 0.54 -0.11
C 2.71929 3.05036 2.43489 -1.01 -0.19 0.41 -0.28
C 3.15543 3.13988 3.89790 0.30 -0.12 0.12 -0.63
I 3.23653 5.19566 4.61016 0.04 -2.00 -0.71 1.12
H 4.68247 -3.92886 4.36736 -0.10 0.15 -0.29 0.07
H 3.61530 -3.24860 3.05260 0.44 -0.12 0.13 0.07
H 3.06484 -3.29270 4.71332 0.24 -0.30 -0.24 0.05
H 5.58559 -1.78578 4.30526 -0.24 0.46 0.16 0.11
H 4.21646 -1.43020 5.42456 0.31 -0.16 -0.12 0.11
H 4.06619 -1.03871 2.40272 0.18 0.21 0.23 0.12
H 4.58480 0.25774 3.46487 -0.24 -0.11 0.11 0.11
H -1.97086 0.43356 5.09610 0.21 -0.41 -0.23 0.09
H -1.70266 1.54900 3.79044 0.10 -0.25 0.17 0.13
H -2.44338 0.16272 2.04874 0.25 -0.01 0.49 0.12
H -2.96280 -2.26326 2.22423 0.38 0.31 -0.12 0.07
H -2.64238 -2.21134 3.93886 0.09 -0.02 -0.28 0.04
H -1.26179 -2.06661 2.86905 -0.30 -0.01 -0.40 0.06
H -4.13161 0.23062 4.54214 -0.09 0.21 -0.31 0.08
H -4.51899 0.65227 2.79951 -0.02 0.15 0.54 0.08
H -4.59221 -0.99976 3.37094 0.17 0.23 0.01 0.08
H 0.03683 1.71832 2.42675 0.07 -0.16 0.11 0.13
H 3.78191 1.28855 1.83221 -0.37 -0.27 -0.20 0.10
H 2.29841 1.60931 0.86671 0.08 -0.22 0.25 0.14
H 3.29976 3.72390 1.80622 0.02 -0.30 0.04 0.07
H 1.66908 3.39102 2.40163 0.35 0.14 -0.16 0.10
H 4.12795 2.65048 4.05750 -0.10 0.41 -0.07 0.05
H 2.45828 2.63974 4.58347 0.05 0.15 -0.28 0.03
C -3.06627 0.96029 -1.74311 -0.37 -0.68 -0.19 -0.06
C -1.83496 1.63448 -2.28135 -0.22 0.36 -0.36 -0.31
O -1.65330 2.71060 -1.37108 0.07 -0.48 0.38 0.14
C -2.17273 2.29605 -0.18246 -0.13 0.19 0.24 -0.55
O -1.95882 2.81977 0.86431 0.09 -0.09 0.02 0.16
O -2.95633 1.20186 -0.33857 0.35 0.34 -0.10 0.06
F -2.04245 2.13361 -3.52032 0.11 0.04 0.04 0.09
H -3.98677 1.41173 -2.11806 0.14 0.18 -0.09 0.15
H -3.08512 -0.10588 -1.95318 0.05 -0.03 0.29 0.11
H -0.94113 1.00761 -2.28769 0.02 0.06 -0.12 0.18
C 7.25033 2.50820 0.67246 0.08 0.49 0.40 -0.06
C 7.18629 1.81226 -0.65526 0.53 -0.05 -0.37 -0.31
O 7.27918 0.44098 -0.29643 -0.47 0.23 0.38 0.15
C 6.74165 0.33792 0.94891 0.10 -0.26 0.09 -0.54
O 6.40878 -0.68254 1.45659 0.00 0.04 0.04 0.17
O 6.62138 1.55725 1.53790 0.01 -0.21 -0.29 0.06
F 8.24955 2.13755 -1.43090 -0.04 -0.07 -0.05 0.08
H 8.27451 2.68141 1.00797 0.07 -0.18 -0.19 0.15
H 6.71739 3.45067 0.67346 -0.16 -0.13 0.18 0.12
H 6.26372 1.98146 -1.20770 0.09 0.03 -0.09 0.16
C -5.51621 -4.67930 0.32122 -0.29 -0.09 0.43 -0.03
C -4.51228 -5.28204 -0.62606 -0.34 -0.14 -0.40 -0.30
O -4.04598 -4.14871 -1.34348 0.17 0.08 0.54 0.14
C -4.16327 -3.08750 -0.50378 -0.07 0.23 -0.06 -0.55
O -3.62815 -2.03987 -0.67157 -0.05 0.11 -0.06 0.16
O -4.95963 -3.37716 0.55265 0.23 -0.16 -0.29 0.07
F -5.09666 -6.13370 -1.49421 0.09 -0.10 0.05 0.09
H -6.50297 -4.57639 -0.13231 0.10 -0.07 -0.19 0.15
H -5.61020 -5.23866 1.24878 0.12 0.21 0.10 0.14
H -3.67026 -5.77762 -0.13822 0.00 -0.07 -0.10 0.18
C -4.53867 -7.46327 -4.21496 -0.03 0.33 0.29 -0.09
C -3.95046 -8.64269 -3.49024 -0.40 -0.34 -0.10 -0.31
O -3.70967 -9.56371 -4.54042 0.33 0.55 -0.05 0.14
C -3.47778 -8.81348 -5.66363 0.01 -0.19 -0.35 -0.53
O -2.98550 -9.22514 -6.65694 -0.09 0.00 0.04 0.19
O -3.88742 -7.52841 -5.47905 0.20 -0.40 -0.01 0.06
F -4.83850 -9.18529 -2.61936 0.11 -0.06 0.05 0.07
H -5.61513 -7.55875 -4.35591 0.01 -0.14 0.15 0.15
H -4.33376 -6.52248 -3.72591 0.13 0.01 -0.15 0.10
H -3.01332 -8.43440 -2.96881 -0.06 -0.09 0.12 0.17
C -5.61347 -1.86041 -5.44613 0.31 0.34 -0.43 -0.04
C -5.89347 -1.64777 -3.98126 -0.45 0.18 -0.05 -0.30
O -6.39883 -2.91131 -3.57310 0.55 -0.05 -0.15 0.14
C -5.82264 -3.83408 -4.39332 0.04 -0.30 -0.12 -0.52
O -5.79313 -5.00188 -4.18298 -0.32 0.36 -0.05 0.16
O -5.26569 -3.24744 -5.48009 -0.17 0.02 0.31 0.07
F -6.84947 -0.70876 -3.78750 0.03 -0.02 0.12 0.08
H -6.49568 -1.69009 -6.06517 -0.12 0.01 0.19 0.15
H -4.79738 -1.24254 -5.81503 0.15 -0.25 0.01 0.14
H -5.01322 -1.39896 -3.38428 -0.07 0.05 0.06 0.16
C 4.49566 6.63985 -1.52158 0.21 0.27 -0.42 -0.04
C 4.33557 6.80496 -0.03298 -0.48 0.23 0.09 -0.30
O 3.97435 5.49512 0.38407 0.56 -0.01 -0.28 0.12
C 4.54420 4.64124 -0.50662 -0.23 -0.25 -0.12 -0.53
O 4.67011 3.47117 -0.31840 -0.22 0.13 -0.09 0.15
O 4.95106 5.28400 -1.62087 -0.09 0.00 0.36 0.09
F 3.32846 7.65600 0.26737 0.04 -0.04 0.10 0.08
H 3.55017 6.74585 -2.05514 -0.08 0.00 0.18 0.15
H 5.22018 7.32961 -1.94698 0.14 -0.22 -0.03 0.15
H 5.24251 7.11621 0.48870 -0.10 0.06 0.10 0.18
C 3.99017 10.63362 4.69927 -0.10 0.49 0.20 -0.04
C 3.91991 9.89577 3.38798 0.44 0.05 -0.15 -0.31
O 4.05080 8.54181 3.79210 -0.44 0.16 0.16 0.11
C 3.54002 8.46804 5.04771 0.01 -0.21 0.31 -0.57
O 3.24365 7.44648 5.58940 0.12 1.49 0.44 -0.16
O 3.40203 9.68797 5.60080 0.06 -0.18 -0.29 0.10
F 4.95713 10.21474 2.57860 -0.04 -0.10 -0.07 0.08
H 5.01692 10.83831 5.00576 0.05 -0.11 -0.16 0.15
H 3.43232 11.56651 4.68935 -0.16 -0.13 0.16 0.15
H 2.98242 10.02465 2.84416 0.08 -0.01 -0.11 0.18
C -2.76598 -4.16736 -8.42757 -0.25 0.11 -0.40 -0.04
C -2.64497 -5.08645 -7.24274 0.33 -0.47 -0.11 -0.32
O -2.00210 -4.26728 -6.27450 -0.49 0.40 -0.15 0.14
C -2.37386 -2.98872 -6.55252 0.12 0.11 0.10 -0.56
O -2.25096 -2.07381 -5.80228 -0.04 0.03 0.00 0.15
O -2.91319 -2.89027 -7.79265 0.13 -0.16 0.28 0.07
F -1.85084 -6.14283 -7.52160 0.00 0.01 0.13 0.09
H -1.86805 -4.16826 -9.04721 0.08 -0.09 0.15 0.15
H -3.62559 -4.39596 -9.05274 -0.09 0.20 0.10 0.14
H -3.59604 -5.43974 -6.84265 0.08 -0.12 0.02 0.16

[2]
103
Properties=species:S:1:pos:R:3:forces:R:3:lowdin_charge:R:1 method="wB97M-V/def2-TZVPD" spin_multiplicity=1 charge=+1 homo_lumo_gap_ev=3.73 total_energy_ev=-78020.17051
C -2.09083 -1.19584 4.50429 0.12 -1.12 -0.05 -0.07
C -1.13060 -0.88258 3.21560 2.23 1.03 3.86 -0.18
N -1.79240 -0.96534 1.86504 -0.94 0.92 -0.37 0.13
C -2.15412 -2.31777 1.35068 -4.14 -2.06 -1.61 -0.14
F -2.68981 -2.17123 -0.05602 2.25 -0.29 4.74 0.06
F -3.35313 -2.82565 2.12124 4.53 2.21 -2.02 0.04
C -1.05663 -3.49844 1.38149 -0.63 -5.05 1.13 -0.07
F -1.77657 -4.71827 0.83832 2.13 4.43 1.79 0.06
F -0.63697 -3.95292 2.76132 -1.75 2.35 -4.39 0.05
C 0.28213 -3.36721 0.49576 2.51 -3.40 -0.88 -0.09
F 0.15331 -4.22439 -0.72569 0.32 3.47 4.11 0.08
F 1.40622 -3.99092 1.29110 -3.77 2.49 -2.71 0.06
C 0.80026 -1.90451 0.03796 4.21 1.82 -2.84 -0.10
F 2.07183 -2.15210 -0.74721 -4.81 0.99 2.86 0.04
F -0.08115 -1.17965 -0.93433 2.77 -2.46 4.26 0.03
F 1.26526 -1.01475 1.16762 -2.47 -2.95 -3.76 0.03
H -2.45559 -2.33202 4.49618 0.70 2.60 -0.09 0.10
H -1.43761 -1.10074 5.49825 -1.42 0.11 -2.40 0.13
H -3.00931 -0.47098 4.51735 1.80 -1.37 0.08 0.11
H -0.11625 -1.50789 3.29305 -2.50 1.13 -0.64 0.16
H -0.77838 0.25187 3.34113 -0.90 -2.40 -0.63 0.17
H -2.70372 -0.41945 1.95334 0.81 -0.69 -0.24 0.22
H -1.20534 -0.36553 1.20922 -0.72 -1.20 0.27 0.20
N -1.48729 0.43837 -2.93530 -0.04 -0.18 0.14 -0.01
C -1.50152 1.78450 -2.67785 -0.05 0.24 0.01 -0.16
C -1.78002 2.44030 -3.85622 0.07 0.08 0.45 -0.10
C -1.94542 1.45465 -4.85841 0.01 -0.46 -0.04 -0.10
C -1.76215 0.22746 -4.26145 -0.03 0.00 -0.25 -0.13
H -1.30367 -0.28605 -2.25330 -0.20 0.41 -0.56 0.10
H -1.31118 2.15958 -1.68120 0.04 0.02 -0.19 0.08
H -1.85704 3.51267 -3.98034 0.01 -0.19 0.04 0.10
H -2.17427 1.62199 -5.90297 0.05 -0.05 0.20 0.10
H -1.80240 -0.77507 -4.66602 0.01 0.20 0.02 0.11
N 2.08930 2.21287 0.51716 -0.14 -0.17 0.25 0.00
C 2.07508 3.55900 0.77461 -0.15 0.20 0.14 -0.18
C 1.79657 4.21480 -0.40376 -0.09 0.04 0.39 -0.11
C 1.63118 3.22915 -1.40595 -0.07 -0.36 -0.14 -0.09
C 1.81444 2.00196 -0.80899 -0.10 -0.03 -0.20 -0.14
H 2.27292 1.48845 1.19916 0.10 0.33 -0.28 0.13
H 2.26541 3.93408 1.77126 0.04 -0.03 -0.16 0.11
H 1.71955 5.28717 -0.52788 0.04 -0.18 0.01 0.11
H 1.40233 3.39649 -2.45051 0.04 -0.06 0.18 0.10
H 1.77420 0.99943 -1.21357 0.09 0.19 -0.04 0.10
N -1.42163 3.57064 1.54293 0.11 -0.18 0.08 0.00
C -2.73450 3.32571 1.23484 -0.10 -0.32 0.00 -0.16
C -3.51042 3.80562 2.26627 -0.13 -0.26 -0.18 -0.11
C -2.63499 4.36497 3.22751 0.32 0.04 0.16 -0.10
C -1.35153 4.20882 2.75393 0.03 -0.05 0.06 -0.14
H -0.62866 3.32050 0.96650 -0.06 0.33 0.03 0.11
H -3.00339 2.83080 0.31128 -0.03 0.20 0.03 0.09
H -4.59036 3.75905 2.31994 0.18 0.06 -0.05 0.10
H -2.91112 4.83203 4.16404 0.06 -0.04 -0.19 0.10
H -0.39684 4.49527 3.17450 -0.18 0.01 -0.07 0.11
N 4.99078 6.06813 0.92441 -0.05 -0.05 0.06 0.00
C 5.24536 4.90022 0.25380 0.07 -0.21 -0.12 -0.15
C 6.54430 4.94508 -0.20111 -0.32 -0.19 0.06 -0.11
C 7.09431 6.18106 0.21489 -0.03 0.37 0.22 -0.11
C 6.11425 6.85319 0.91035 0.14 0.08 -0.04 -0.13
H 4.11180 6.31213 1.36202 0.38 -0.07 -0.19 0.14
H 4.48198 4.13994 0.15660 0.22 0.17 -0.05 0.08
H 7.04232 4.17069 -0.76999 -0.12 0.10 0.10 0.08
H 8.09753 6.54171 0.02790 -0.17 -0.03 0.02 0.09
H 6.11972 7.82088 1.39399 0.04 -0.17 -0.11 0.11
N 4.68837 -3.50581 -1.29295 -0.12 0.00 0.10 -0.01
C 4.94295 -4.67371 -1.96356 0.06 -0.14 -0.13 -0.14
C 6.24189 -4.62886 -2.41847 -0.36 -0.25 0.02 -0.11
C 6.79190 -3.39288 -2.00246 -0.08 0.37 0.22 -0.11
C 5.81184 -2.72075 -1.30701 0.16 0.10 -0.05 -0.14
H 3.80939 -3.26181 -0.85534 0.56 -0.21 -0.21 0.10
H 4.17958 -5.43400 -2.06076 0.16 0.10 -0.01 0.10
H 6.73991 -5.40325 -2.98735 -0.10 0.13 0.11 0.10
H 7.79513 -3.03223 -2.18946 -0.19 -0.05 0.05 0.10
H 5.81731 -1.75306 -0.82337 0.05 -0.15 -0.10 0.10
N -5.60955 -4.03258 1.05336 0.02 0.06 -0.15 -0.01
C -6.25939 -4.26836 -0.13014 -0.10 -0.08 -0.14 -0.13
C -7.52920 -4.71329 0.16281 0.30 0.11 -0.24 -0.11
C -7.65144 -4.74119 1.57261 0.19 0.08 0.36 -0.10
C -6.45244 -4.31318 2.09715 -0.13 -0.07 0.12 -0.14
H -4.65740 -3.70232 1.14257 -0.81 -0.40 -0.20 0.09
H -5.76342 -4.10132 -1.07688 -0.13 -0.06 0.13 0.11
H -8.28614 -4.98694 -0.56072 0.24 0.12 0.01 0.08
H -8.52074 -5.04059 2.14371 0.16 0.07 -0.04 0.09
H -6.12734 -4.18586 3.12110 -0.11 -0.07 -0.14 0.11
N 10.88063 4.83381 -2.92164 0.01 -0.04 0.01 0.00
C 12.10947 5.43578 -2.99985 0.07 0.08 0.01 -0.14
C 12.35653 6.05695 -1.79598 0.18 -0.07 -0.37 -0.11
C 11.23991 5.81614 -0.96027 -0.37 -0.17 0.05 -0.12
C 10.34512 5.05601 -1.67964 -0.05 0.04 0.07 -0.14
H 10.43853 4.30723 -3.66387 0.19 0.22 0.30 0.15
H 12.70063 5.37210 -3.90356 -0.08 0.04 0.18 0.11
H 13.24551 6.62144 -1.54621 -0.15 -0.11 -0.06 0.09
H 11.10351 6.15963 0.05703 0.01 -0.07 -0.16 0.09
H 9.37520 4.65639 -1.41520 0.18 0.10 -0.02 0.09
N -10.90803 -6.17056 0.07236 0.02 0.05 0.01 0.00
C -11.55786 -6.40634 -1.11114 -0.06 -0.06 -0.09 -0.14
C -12.82767 -6.85127 -0.81818 0.24 0.10 -0.32 -0.11
C -12.94991 -6.87917 0.59161 0.18 0.08 0.37 -0.11
C -11.75091 -6.45116 1.11616 -0.08 -0.05 0.07 -0.14
H -9.95587 -5.84030 0.16158 -0.45 -0.18 0.00 0.10
H -11.06189 -6.23930 -2.05788 -0.12 -0.05 0.14 0.10
H -13.58461 -7.12492 -1.54171 0.15 0.06 0.12 0.09
H -13.81921 -7.17857 1.16271 0.17 0.06 -0.09 0.09
H -11.42581 -6.32384 2.14010 -0.09 -0.05 -0.16 0.10